A molecular structure, Cl2CuF2HfI2 at a distorted geometry. Source: OMol25; level of theory: ωB97M-V/def2-TZVPD.

```
8
Properties=species:S:1:pos:R:3:mulliken_charge:R:1
Hf 0.01 -0.23 0.55 1.16
Cu -1.64 0.19 -1.67 0.78
I 2.66 -0.82 -1.10 0.27
I 1.04 2.63 1.13 -0.17
Cl 0.10 -2.50 -0.73 -0.42
Cl -2.00 1.68 0.89 -0.40
F 0.07 1.02 -1.60 -0.48
F -0.25 -1.97 2.52 -0.74
```

Energy relative to the best compared isomer or geometry (same formula, charge and spin), kcal per mole: 32.4
Spin multiplicity: 2
LUMO energy (spin up / spin down), eV: -3.1797 / -4.1014
Highest occupied orbital energy (spin up / spin down), Eh: -0.322 / -0.321
Total charge: 0